(1)
Computed, not measured: a structure of composition C4H2O2, with ωB97M-V with the def2-TZVPD basis set.

Its HOMO energy is -10.00 eV. The frontier orbital gap comes out at 8.978 eV. Its relative energy (zero: lowest compared OMol25 entry of this formula, charge and spin) is 70.7 kcal/mol.

Each line ends with the natural charge from an NBO analysis.
Atoms and positions in Å:
O1 2.062 -0.497 1.788  -0.41
O2 -0.073 1.220 -0.694  -0.56
C1 -0.959 -0.848 -0.255  -0.43
C2 1.261 -0.190 1.025  0.51
C3 -0.986 0.385 -0.930  0.40
C4 -0.244 -1.435 0.588  -0.04
H1 -1.748 0.682 -1.657  0.18
H2 0.686 0.683 0.135  0.35

(2)
Computed, not measured: a cluster of 13 separate species, H26O13 in total, with ωB97M-V with the def2-TZVPD basis set.

Its HOMO energy is -9.76 eV. The frontier orbital gap comes out at 9.269 eV. Its relative energy (zero: lowest compared OMol25 entry of this formula, charge and spin) is 48.5 kcal/mol.

Each line ends with the natural charge from an NBO analysis.
Atoms and positions in Å:
O1 2.006 2.364 -1.268  -0.97
O2 -0.575 -3.004 -2.329  -0.94
O3 0.888 0.955 2.603  -0.99
O4 2.578 -1.790 -0.653  -0.97
O5 -1.901 2.013 1.577  -0.98
O6 -2.396 -0.210 3.061  -0.96
O7 0.383 3.488 0.625  -0.97
O8 0.091 0.061 0.104  -1.01
O9 -0.482 -2.225 2.392  -0.96
O10 -2.426 -1.184 -0.036  -0.95
O11 0.815 0.027 -2.517  -0.97
O12 -1.799 1.901 -1.277  -0.96
O13 3.349 -0.202 -2.734  -0.93
H1 2.791 -1.236 0.134  0.50
H2 -0.681 -3.050 2.843  0.48
H3 -1.280 1.420 -0.655  0.48
H4 -2.444 -2.168 -0.140  0.48
H5 -0.721 -0.323 0.272  0.49
H6 0.492 0.369 3.300  0.47
H7 1.131 3.186 1.181  0.48
H8 -0.921 -2.152 -2.529  0.47
H9 -2.050 1.100 1.876  0.50
H10 1.674 1.549 -1.612  0.45
H11 -0.347 2.925 0.882  0.49
H12 1.906 -2.397 -0.363  0.49
H13 0.558 0.695 1.711  0.50
H14 -1.728 -0.873 3.027  0.50
H15 -2.518 0.000 4.013  0.48
H16 -1.782 2.381 2.468  0.47
H17 3.142 -0.597 -1.892  0.49
H18 1.711 -0.194 -2.549  0.48
H19 -2.380 -0.877 -0.938  0.48
H20 0.429 -0.171 -0.754  0.51
H21 0.216 -3.051 -2.896  0.47
H22 1.239 2.708 -0.808  0.49
H23 -2.610 2.169 -0.848  0.48
H24 0.478 -0.290 -3.340  0.47
H25 3.408 -0.903 -3.395  0.47
H26 -0.236 -2.414 1.480  0.49

(3)
Computed, not measured: a structure of composition C10H28LiO17P, with ωB97M-V with the def2-TZVPD basis set.

Its HOMO energy is 5.88 eV. The frontier orbital gap comes out at 1.576 eV. As for the total charge: -4.

Each line ends with the natural charge from an NBO analysis.
Atoms and positions in Å:
P1 -24.588 12.394 -21.029  2.48
O1 -16.412 17.937 -20.272  -0.97
O2 -17.703 10.523 -20.242  -0.98
O3 -20.811 17.199 -16.862  -0.76
O4 -15.451 12.349 -20.412  -0.76
O5 -17.912 13.308 -22.207  -0.97
O6 -20.438 11.124 -16.596  -0.63
O7 -16.554 13.625 -16.971  -0.81
O8 -17.405 16.333 -17.048  -1.02
O9 -15.999 10.579 -16.065  -0.77
O10 -19.532 10.093 -14.156  -0.78
O11 -21.240 11.965 -19.151  -0.54
O12 -17.432 14.653 -19.407  -0.88
O13 -25.728 12.006 -22.024  -1.33
O14 -25.221 12.917 -19.719  -1.30
O15 -23.724 11.083 -20.730  -1.38
O16 -22.495 10.858 -14.476  -0.93
O17 -23.490 13.345 -21.637  -1.38
C1 -18.497 12.402 -16.741  -0.56
C2 -19.753 11.911 -17.238  0.46
C3 -20.252 12.460 -18.625  0.45
C4 -19.368 13.397 -19.285  -0.53
C5 -18.257 10.095 -13.542  -0.24
C6 -20.853 16.389 -18.042  -0.26
C7 -17.693 13.286 -17.442  0.36
C8 -18.184 13.840 -18.745  0.42
C9 -14.317 12.024 -19.654  -0.25
C10 -16.353 9.601 -17.029  -0.25
Li1 -22.150 12.144 -21.078  0.91
H1 -20.120 16.845 -16.293  0.47
H2 -21.778 16.586 -18.584  0.19
H3 -15.628 9.597 -17.865  0.13
H4 -14.128 10.942 -19.715  0.15
H5 -13.395 12.490 -20.029  0.13
H6 -17.579 9.350 -13.967  0.16
H7 -19.638 13.839 -20.236  0.19
H8 -17.536 16.059 -17.972  0.49
H9 -16.272 11.450 -16.407  0.51
H10 -17.770 11.076 -13.584  0.17
H11 -17.099 15.496 -16.653  0.50
H12 -18.215 13.870 -21.477  0.50
H13 -20.966 15.318 -17.856  0.20
H14 -18.433 9.898 -12.478  0.14
H15 -16.297 8.629 -16.538  0.15
H16 -14.440 12.176 -18.578  0.20
H17 -16.625 18.414 -19.465  0.47
H18 -21.630 10.466 -14.294  0.49
H19 -19.420 10.416 -15.078  0.52
H20 -19.942 16.582 -18.609  0.16
H21 -16.308 17.022 -19.973  0.50
H22 -15.810 13.145 -19.973  0.52
H23 -18.210 11.144 -20.780  0.49
H24 -18.119 12.004 -15.807  0.17
H25 -16.965 13.228 -22.052  0.46
H26 -17.304 9.811 -17.525  0.22
H27 -22.614 11.526 -13.797  0.44
H28 -16.891 11.005 -20.043  0.48

(4)
Computed, not measured: the ion C2H8NOSi with charge +1, with ωB97M-V with the def2-TZVPD basis set.

Its HOMO energy is -14.87 eV. The frontier orbital gap comes out at 10.720 eV. As for the total charge: +1. Its relative energy (zero: lowest compared OMol25 entry of this formula, charge and spin) is 11.8 kcal/mol.

Each line ends with the natural charge from an NBO analysis.
Atoms and positions in Å:
Si1 2.306 -0.016 -0.096  0.80
O1 0.043 -1.788 0.361  -0.50
N1 -1.898 -0.419 -0.080  -0.77
C1 -0.631 0.459 -0.232  -0.35
C2 0.498 -0.716 0.103  0.31
H1 -1.394 -1.508 0.168  0.46
H2 -2.629 -0.182 0.634  0.45
H3 2.035 1.197 -0.780  -0.15
H4 2.963 -1.071 -0.753  -0.10
H5 -0.606 1.130 0.642  0.26
H6 2.695 0.581 1.146  -0.10
H7 -2.355 -0.446 -1.018  0.44
H8 -0.543 0.851 -1.298  0.27

Question: Number 2 is which compound?
Answer: H26O13